No. 1
A cluster of 12 separate species, C42H120F6N10O16S2 in total. Source: OMol25; level of theory: ωB97M-V with the def2-TZVPD basis set.

- LUMO energy (spin up / spin down) (eV) = -16.950 / -21.812
- ⟨S²⟩ = 0.760
- charge = +9
- gap between HOMO and LUMO (spin up / spin down) (eV) = 7.7 / 2.8
- HOMO level (spin up / spin down) (eV) = -24.61 / -24.61
- total energy (hartree) = -4814.627402
- spin multiplicity = 2

XYZ file:
```
196
Properties=species:S:1:pos:R:3:forces:R:3
C 2.0808 3.6930 -0.0283 -0.37 0.00 -0.24
C 1.2138 4.8064 0.6243 -1.00 -0.32 -0.97
C 0.1191 5.3110 -0.3489 0.57 -0.05 -0.77
O -0.9232 6.0410 0.2564 0.66 -1.46 0.68
C -1.0101 7.2754 -0.3414 0.06 3.84 -0.49
N 0.4672 4.2908 1.8530 1.39 0.85 -0.11
H 1.2235 4.0159 2.4633 -0.17 -0.83 0.47
H -0.0487 4.9895 2.3685 -0.30 0.92 -0.27
H -0.1853 3.5575 1.6152 0.00 -1.09 -0.16
H 1.5102 2.8892 -0.4936 -0.61 0.34 -0.15
H 2.7813 3.1060 0.5655 0.12 0.67 0.74
H 2.6712 4.1601 -0.8166 0.01 0.09 0.04
H 1.8222 5.6668 0.9031 -0.05 -0.17 0.48
H -0.2945 4.5150 -0.9682 -0.12 -0.62 0.35
H 0.6227 5.9411 -1.0820 0.25 0.12 0.07
H -1.2882 7.3112 -1.3947 -0.30 -0.61 -0.11
H -0.1064 7.8828 -0.2917 0.92 -0.61 -0.11
H -1.5966 8.0355 0.1746 -1.03 -0.88 0.38
C -0.3293 -6.6433 2.9463 1.42 -0.24 -0.86
C 1.0196 -6.5410 2.1610 1.07 0.62 0.22
C 1.5601 -5.0692 1.9470 -0.46 -1.21 0.40
O 2.8794 -5.0886 1.4093 -0.41 1.18 -1.64
C 2.9983 -3.9787 0.4079 0.25 -0.41 1.53
N 2.2748 -7.2594 2.7875 -0.29 -0.25 -0.82
H 2.3416 -8.2449 2.5769 -1.11 -1.14 0.65
H 3.1222 -7.0483 2.2801 0.37 1.33 -0.58
H 2.4951 -7.0888 3.7583 -0.46 -0.14 0.61
H -1.0445 -6.3720 2.1698 -0.34 0.26 0.37
H -0.3720 -6.0067 3.8300 -0.03 0.09 -0.18
H -0.5740 -7.6652 3.2362 0.18 -0.04 -0.02
H 0.9432 -7.0308 1.1902 -0.07 -0.07 0.09
H 1.5406 -4.6152 2.9378 0.20 0.38 0.14
H 0.9095 -4.4912 1.2907 -0.26 -0.24 0.16
H 4.0202 -3.9309 0.0316 -0.07 -0.34 0.11
H 2.7857 -3.0726 0.9753 0.10 0.14 -0.17
H 2.3055 -4.0218 -0.4325 -0.12 -0.62 0.11
C -5.7642 -3.3657 1.3771 0.79 0.78 -0.32
C -5.3150 -1.9450 0.8338 -1.03 -0.50 0.28
C -6.2899 -0.8535 1.4069 1.87 1.40 -0.43
O -6.0413 0.4166 0.7168 0.75 -2.53 -0.84
C -6.7671 1.4857 1.2179 -0.70 0.06 1.06
N -3.8098 -1.7138 1.2360 -1.45 0.54 0.51
H -3.3366 -0.9073 0.8543 -0.38 1.02 -0.71
H -3.7387 -1.5464 2.2295 -0.12 -0.44 0.59
H -3.1798 -2.4501 0.9514 -0.22 -1.14 0.00
H -5.0477 -4.1587 1.1631 0.50 0.32 0.28
H -6.6602 -3.8342 0.9700 -0.39 0.93 -0.21
H -5.9033 -3.2274 2.4494 0.00 -0.41 0.08
H -5.2985 -1.8131 -0.2481 -0.11 -0.35 -0.06
H -6.0536 -0.6404 2.4494 0.00 -0.41 0.45
H -7.3438 -1.1300 1.3738 0.07 -0.32 -0.40
H -7.7463 1.1615 1.5703 -0.39 0.16 -0.38
H -6.8599 2.2464 0.4427 0.00 0.06 0.22
H -6.2848 1.8324 2.1318 0.17 0.66 -0.01
C -1.8082 -0.0850 -3.4232 -1.18 -0.18 -0.56
C -3.2699 -0.5400 -3.7282 0.27 0.24 -0.99
C -4.3956 0.2031 -3.0301 -0.38 -1.65 -0.01
O -5.6394 -0.5299 -3.1856 1.77 0.06 0.22
C -6.8022 0.2623 -2.9219 0.22 1.12 -0.86
N -3.4816 -0.3255 -5.2307 0.49 -0.20 -0.52
H -2.9512 -0.9923 -5.7732 0.08 -0.68 -0.19
H -4.4460 -0.4315 -5.5113 -0.87 -0.27 0.10
H -3.1746 0.5533 -5.6225 0.04 0.81 0.34
H -1.2216 -0.5696 -4.2036 0.47 0.05 0.16
H -1.3989 -0.3164 -2.4398 -0.54 -0.32 -0.28
H -1.7227 0.9974 -3.5200 -0.06 0.12 -0.12
H -3.3811 -1.6235 -3.6872 -0.03 0.08 0.68
H -4.4664 1.2000 -3.4652 -0.12 0.37 0.24
H -3.9683 0.2062 -2.0273 -0.87 0.56 0.70
H -6.7495 0.7103 -1.9296 -0.24 -0.19 0.08
H -7.7511 -0.2243 -3.1477 0.42 -0.78 0.50
H -6.7913 1.0312 -3.6945 -0.07 0.65 0.14
C -3.1672 3.9628 -1.5823 -1.61 0.90 -0.19
C -4.7839 4.2552 -1.5937 2.30 -1.89 -0.05
C -5.1583 4.8487 -0.2659 -1.97 1.53 -0.95
O -6.6129 5.1236 -0.2736 1.63 -1.15 0.78
C -7.2406 5.1397 1.0760 1.28 0.82 -0.05
N -5.1389 5.0440 -2.8642 1.13 -0.92 0.34
H -5.6660 4.5001 -3.5323 -1.53 0.04 0.28
H -5.4800 5.9814 -2.7057 -0.96 0.40 0.20
H -4.3247 5.1582 -3.4510 0.98 0.46 0.23
H -2.8655 3.3629 -0.7237 -0.32 0.02 0.01
H -2.6491 4.9199 -1.5220 -0.04 0.15 0.22
H -2.7539 3.4763 -2.4658 -0.48 -0.23 -0.21
H -5.2961 3.2933 -1.5708 -0.21 0.06 -0.98
H -4.5540 5.7541 -0.2103 -0.23 0.46 0.85
H -4.8010 4.1012 0.4424 -0.38 0.13 0.46
H -7.0359 6.1161 1.5151 -0.17 0.10 -0.06
H -6.7393 4.4219 1.7252 -0.11 -0.32 -0.13
H -8.3197 4.9863 1.0856 0.22 -0.15 -0.74
C 0.2536 3.3659 5.6432 0.25 -0.92 -0.62
C -0.9161 2.3625 5.7810 1.37 1.76 2.73
C -1.6559 2.2004 4.5555 -2.47 -1.04 -2.36
O -2.9964 1.7885 4.7787 -0.21 0.06 2.50
C -3.8720 1.6735 3.6838 2.16 0.24 -2.02
N -0.3927 1.0523 6.3806 -0.48 1.65 -0.31
H -0.9748 0.3110 6.0177 0.23 -0.80 0.02
H 0.6024 1.0429 6.2085 0.21 -0.93 -0.26
H -0.5209 1.1455 7.3781 -0.11 -0.44 0.70
H 0.8686 3.1245 4.7762 0.06 -0.30 -0.41
H 0.9550 3.2941 6.4744 -0.35 0.50 0.35
H -0.1061 4.3772 5.4536 -0.08 -0.04 0.61
H -1.4900 2.7660 6.6153 -0.71 0.04 -0.42
H -1.2314 1.4312 3.9104 0.70 -0.10 -0.35
H -1.5924 3.1341 3.9967 -0.27 0.28 -0.10
H -4.8802 1.2658 3.7567 0.23 0.37 1.33
H -3.3333 1.0093 3.0079 -0.15 -0.46 -0.69
H -3.8375 2.6262 3.1554 -0.72 0.25 -0.06
C 0.2724 1.8383 -6.4202 -0.79 -0.01 1.27
C 1.0949 2.5290 -5.2299 -1.20 -0.77 -1.99
C 1.5165 1.5123 -4.1992 0.08 0.03 -0.09
O 2.6327 1.8987 -3.4150 -2.04 0.13 -0.83
C 3.1872 0.7486 -2.8038 1.66 0.84 0.89
N 2.2225 3.2371 -5.8409 -0.33 0.67 -0.26
H 2.7673 2.6684 -6.4733 0.76 -0.23 0.06
H 1.8052 3.9544 -6.4167 0.10 0.67 -0.53
H 2.7506 3.7103 -5.1217 0.98 0.01 0.18
H 0.5950 0.8342 -6.6957 0.53 0.11 0.23
H 0.0355 2.3605 -7.3472 0.82 0.71 0.07
H -0.7468 1.6898 -6.0633 -0.05 -0.14 0.42
H 0.4877 3.3233 -4.7958 -0.03 -0.11 0.10
H 1.7870 0.5707 -4.6768 -0.31 -0.25 -0.23
H 0.5978 1.4219 -3.6196 0.12 -0.62 0.55
H 2.5789 -0.0994 -2.4892 -0.77 0.33 -0.51
H 3.5611 1.2080 -1.8887 0.63 -0.62 0.12
H 3.9946 0.4150 -3.4556 0.15 -0.33 0.28
C 7.3011 -0.0200 5.1585 -0.47 -0.11 -1.55
C 6.7596 1.3962 4.6779 1.09 -2.75 1.24
C 6.4747 1.4855 3.2233 -0.36 -1.65 -2.26
O 5.6093 0.3537 2.8765 -0.73 0.62 1.20
C 5.0445 0.3079 1.5878 1.38 0.12 -1.16
N 5.4762 1.6150 5.4123 -0.04 2.26 1.26
H 4.7737 0.9081 5.5763 0.15 -0.84 -0.89
H 5.6560 1.9405 6.3513 0.77 -0.07 0.96
H 5.0559 2.4616 5.0562 -0.70 0.23 -0.63
H 6.5870 -0.8053 4.9108 -0.44 0.18 -0.41
H 7.5172 -0.2821 6.1942 0.39 1.22 0.18
H 8.1455 -0.2397 4.5051 0.34 0.04 0.42
H 7.5124 2.1299 4.9660 -0.43 0.40 0.21
H 7.3554 1.3686 2.5918 0.52 0.12 0.46
H 6.0437 2.4225 2.8706 -0.36 0.27 0.41
H 5.8356 0.0782 0.8740 0.25 -0.32 -0.18
H 4.6882 1.2498 1.1708 -0.55 0.35 0.60
H 4.3110 -0.4920 1.4862 -0.06 0.21 0.47
C 4.3770 -1.8152 -7.1578 0.39 0.83 -0.76
C 3.0672 -2.5340 -7.3714 0.06 -1.20 2.58
C 2.4224 -3.1747 -6.0620 0.22 0.37 -0.54
O 1.9175 -2.1110 -5.2389 0.02 0.22 -0.46
C 1.2175 -2.5985 -4.1235 -0.45 0.37 0.83
N 2.0105 -1.5140 -7.8384 1.04 -1.19 -1.20
H 2.4170 -0.6000 -7.6990 -0.44 0.49 0.58
H 1.8504 -1.5602 -8.8346 0.26 -0.29 -0.92
H 1.0983 -1.7154 -7.4546 -0.14 0.43 0.78
H 5.2190 -2.3253 -6.6900 -0.56 -0.61 0.21
H 4.2597 -0.8714 -6.6254 -0.07 0.13 0.10
H 4.7647 -1.6202 -8.1577 0.15 0.46 -0.06
H 3.2752 -3.3012 -8.1172 -0.76 -0.02 -0.11
H 3.0532 -3.7864 -5.4170 0.77 0.06 -0.60
H 1.6283 -3.8567 -6.3661 -0.46 0.09 -0.11
H 1.8276 -3.0082 -3.3185 0.63 -0.78 -0.46
H 0.4299 -3.2881 -4.4272 0.00 -0.19 0.12
H 0.7799 -1.7846 -3.5453 -0.34 0.46 -0.71
C 5.7211 -4.9332 5.2927 -0.67 1.55 0.59
C 4.9962 -4.2213 4.1534 1.14 -0.06 -0.92
C 4.1437 -2.9364 4.3820 0.72 -1.10 -0.34
O 3.5861 -2.4967 3.1547 -0.03 -0.45 0.12
C 2.6315 -1.4536 3.3189 1.57 0.59 0.05
N 6.0610 -3.9743 3.0364 -1.15 -0.34 -0.84
H 6.8851 -3.4094 3.1847 0.30 0.40 0.70
H 6.3800 -4.8521 2.6519 0.61 -0.88 0.52
H 5.5970 -3.6379 2.2048 -0.46 0.96 -0.23
H 4.9330 -5.1220 6.0217 0.18 -0.88 0.09
H 6.3892 -4.2816 5.8559 0.28 0.13 -0.25
H 6.2861 -5.7924 4.9314 -0.37 -0.18 0.27
H 4.4057 -4.9970 3.6658 -0.44 0.36 -0.13
H 4.7650 -2.1492 4.8092 -0.03 0.08 0.29
H 3.3441 -3.2507 5.0528 0.00 0.20 0.38
H 2.2477 -1.2350 2.3224 -0.78 -0.44 0.49
H 3.1617 -0.5347 3.5691 0.38 0.32 0.17
H 1.9943 -1.6166 4.1881 -0.75 -0.45 -0.54
C -1.1792 -5.5779 -1.5871 -1.09 -1.67 0.53
F -0.6574 -5.3610 -2.7574 0.50 -0.39 0.38
F -1.8236 -6.7600 -1.4944 1.54 2.18 0.02
F -0.2999 -5.3810 -0.5527 -1.48 -0.32 -1.94
S -2.4856 -4.1186 -1.4069 1.88 3.63 3.71
O -3.6639 -4.5613 -2.1436 -2.21 -2.09 -2.11
O -2.7346 -4.0448 0.0246 0.45 -0.56 -0.60
O -1.9631 -2.8789 -1.9536 0.36 -1.05 -0.25
C 0.5386 -0.6531 -0.0514 -1.78 0.34 0.20
F 0.3469 -1.5754 0.9828 0.69 1.18 -1.88
F 1.7787 -0.1358 -0.0186 -0.85 -0.69 0.37
F 0.3817 -1.2719 -1.2721 0.29 0.55 2.03
S -0.8266 0.8050 0.1358 1.65 1.59 -1.88
O -2.1311 0.2282 0.2184 -0.58 -1.24 0.07
O -0.4805 1.5958 1.3062 0.60 -0.52 0.35
O -0.5988 1.5304 -1.1211 0.21 -0.79 0.92
```
Positions in Å, forces in eV/Å.

***

No. 2
A structure of composition C42H20Br2CoF18GeN6SSe. Source: OMol25; level of theory: ωB97M-V with the def2-TZVPD basis set.

- LUMO energy (spin up / spin down) (eV) = -3.220 / -4.995
- ⟨S²⟩ = 6.023
- charge = +1
- relative energy (zero: lowest compared OMol25 entry of this formula, charge and spin) (kcal per mole) = 9.0
- gap between HOMO and LUMO (spin up / spin down) (eV) = 7.9 / 6.2
- HOMO level (spin up / spin down) (eV) = -11.08 / -11.16
- total energy (hartree) = -15145.762406
- spin multiplicity = 5

XYZ file:
```
92
Properties=species:S:1:pos:R:3:forces:R:3
Co 0.3590 0.7802 -0.1875 -0.07 -0.26 0.08
Br 2.5723 6.6978 2.3190 0.03 0.12 0.05
C 1.9360 5.0052 1.8458 -0.01 0.19 -0.03
C 2.6391 3.8747 2.2046 0.15 -0.17 0.15
C 2.1612 2.6539 1.7688 -0.17 -0.17 0.00
N 1.0602 2.5130 1.0245 0.06 0.18 -0.08
C 0.3700 3.6208 0.7184 -0.14 -0.23 -0.17
C 0.7762 4.8852 1.1040 -0.15 0.17 -0.03
C -0.8255 3.4298 -0.1531 0.33 -0.17 0.23
C -1.9008 4.2835 -0.1134 -0.12 0.32 0.16
C -2.9528 4.0572 -0.9893 -0.03 0.16 0.10
Br -4.4654 5.1482 -0.9298 -0.10 0.10 0.01
C -2.8826 3.0202 -1.8922 -0.09 -0.19 -0.17
C -1.7880 2.1807 -1.8245 0.24 -0.12 -0.12
N -0.7859 2.3606 -0.9642 0.05 0.08 -0.05
H 3.5417 3.9377 2.8012 -0.09 -0.03 -0.09
H 2.6915 1.7488 2.0378 -0.04 0.01 -0.08
H 0.2206 5.7626 0.7994 0.06 -0.05 0.01
H -1.9424 5.0928 0.6077 -0.01 -0.10 -0.14
H -3.6748 2.8372 -2.6061 0.05 -0.02 0.06
H -1.7087 1.3194 -2.4769 0.02 0.08 0.05
F 6.3930 -1.9849 2.0851 0.14 -0.09 -0.20
C 6.0645 -1.9744 0.7877 -0.08 0.10 0.00
F 5.9578 -3.2461 0.3660 0.18 0.10 0.08
F 7.0452 -1.3800 0.0949 0.04 -0.20 0.17
C 4.7559 -1.2623 0.5756 -0.04 0.00 -0.04
C 4.5223 -0.5735 -0.6001 0.00 0.07 -0.15
C 3.2817 0.0101 -0.7833 -0.12 -0.03 0.12
N 2.3121 -0.0608 0.1377 0.14 -0.06 0.11
C 2.5543 -0.7271 1.2786 -0.21 0.11 -0.15
C 3.7632 -1.3445 1.5338 -0.01 -0.09 0.17
H 5.2876 -0.4826 -1.3601 -0.05 -0.02 0.03
H 3.0536 0.5533 -1.6928 -0.02 0.03 0.05
H 1.7368 -0.7652 1.9928 0.02 0.00 -0.10
H 3.9243 -1.8775 2.4648 -0.04 0.08 -0.11
F -4.1088 -2.6145 3.6282 -0.12 0.16 -0.18
C -3.0689 -3.3508 3.2326 0.14 0.05 -0.16
C -2.2701 -2.9758 2.1592 -0.27 0.05 0.01
C -1.1624 -3.7680 1.9245 0.07 0.24 -0.11
F -0.2845 -3.4243 0.9627 0.05 0.08 -0.19
C -0.8853 -4.9076 2.6342 0.38 -0.24 -0.06
F 0.1950 -5.6464 2.3586 -0.10 0.08 0.00
C -1.7341 -5.2790 3.6518 0.09 -0.36 0.20
F -1.4916 -6.3835 4.3408 0.03 -0.06 0.09
C -2.8181 -4.4933 3.9671 -0.18 0.01 0.18
F -3.6029 -4.8387 4.9823 -0.05 0.03 0.00
Ge -2.5621 -1.4385 0.9612 -0.14 -0.25 0.07
S -0.9306 -0.1171 1.4784 0.15 0.26 0.26
C -2.8200 -2.1230 -0.9014 -0.05 0.15 0.00
C -2.6907 -3.4333 -1.3469 0.11 0.11 0.41
F -2.2060 -4.4079 -0.5678 -0.03 0.12 0.12
C -3.0605 -3.8314 -2.6129 0.07 -0.36 -0.11
F -2.9006 -5.0978 -2.9957 -0.01 0.01 0.02
C -3.5940 -2.9203 -3.4909 -0.09 -0.02 -0.33
F -3.9535 -3.3005 -4.7044 -0.04 -0.04 -0.21
C -3.7375 -1.6075 -3.1038 -0.08 0.22 -0.13
F -4.2263 -0.7076 -3.9572 -0.01 0.01 0.02
C -3.3569 -1.2402 -1.8338 0.20 -0.15 0.19
F -3.5166 0.0610 -1.5359 -0.04 0.00 0.32
C -4.3545 -0.6820 1.2808 0.15 0.00 -0.16
C -5.4522 -1.5289 1.2525 0.13 0.01 0.01
F -5.2888 -2.8483 1.0751 0.21 -0.03 0.02
C -6.7450 -1.0746 1.3812 -0.20 -0.19 0.00
F -7.7750 -1.9149 1.3712 0.02 -0.03 -0.01
C -6.9662 0.2791 1.5087 -0.39 0.12 0.04
F -8.2021 0.7404 1.6232 -0.10 0.01 0.00
C -5.9084 1.1584 1.4994 -0.09 0.37 0.05
F -6.1398 2.4709 1.5812 0.06 -0.08 0.01
C -4.6256 0.6741 1.3878 0.17 -0.20 -0.05
F -3.6507 1.5868 1.3418 0.23 0.05 -0.01
C 0.6841 -3.3111 -3.8563 0.01 0.11 0.32
N 1.0994 -2.8115 -2.5295 -0.17 0.26 0.07
C 2.0597 -3.6062 -1.7345 -0.33 0.12 -0.21
C 0.5691 -1.7065 -2.0491 0.44 -0.84 -0.50
N 0.1293 -0.7148 -1.6483 0.00 0.27 -0.01
H -0.1940 -3.9495 -3.7761 -0.04 -0.06 0.04
H 1.5048 -3.8871 -4.2724 0.08 -0.01 -0.01
H 0.4685 -2.4802 -4.5221 -0.01 0.07 0.02
H 1.7037 -4.6316 -1.6405 -0.05 0.03 -0.01
H 2.1534 -3.1843 -0.7411 -0.03 0.11 0.13
H 3.0314 -3.6045 -2.2261 0.02 0.02 -0.03
Se 2.6022 3.7816 -1.8952 -0.07 -0.05 -0.03
C 4.1908 4.4193 -1.1189 -0.03 -0.12 0.03
C 4.5213 5.7690 -1.2023 0.19 0.17 0.10
C 5.7250 6.1916 -0.6430 0.15 -0.29 0.15
N 6.5858 5.3682 -0.0290 -0.45 -0.19 -0.19
C 6.2542 4.0693 0.0504 -0.07 0.32 -0.07
C 5.0725 3.5517 -0.4675 0.18 0.09 0.08
H 3.8601 6.4748 -1.6920 0.08 -0.07 0.03
H 6.0131 7.2387 -0.6922 -0.02 -0.13 0.02
H 6.9714 3.4175 0.5472 -0.11 0.14 -0.06
H 4.8369 2.4971 -0.3704 0.06 0.09 -0.04
```
Positions in Å, forces in eV/Å.

***

Number 2 is which compound? C42H20Br2CoF18GeN6SSe

***

Among the records above, which one has the lowest charge? C42H20Br2CoF18GeN6SSe

***

charge of number 2 (C42H20Br2CoF18GeN6SSe)? +1

***

What is the charge in the first record? +9